A structure of composition C11H25N3O22S4. Source: OMol25; level of theory: ωB97M-V/def2-TZVPD.

Structure (XYZ):
```
65
Properties=species:S:1:pos:R:3:forces:R:3
C 11.811676 -17.260935 -0.431602 -0.5 -0.2 0.4
N 11.891222 -18.333212 -1.484069 -0.1 0.8 1.5
O 10.948879 -19.092153 -1.527788 0.1 -0.4 -0.6
O 12.898562 -18.354479 -2.143891 0.1 -0.4 -0.6
H 11.651529 -16.302866 -0.915798 0.3 0.0 -0.1
H 12.701368 -17.302597 0.188645 0.2 0.1 -0.4
H 10.958827 -17.484137 0.202865 -0.1 -0.1 -0.2
C 14.167882 -25.890983 1.815092 0.5 0.3 -0.1
N 13.245480 -26.346218 0.745129 -0.4 -0.7 0.5
O 13.695116 -27.048662 -0.138620 0.1 0.1 -0.1
O 12.077445 -26.027889 0.851570 0.1 0.1 -0.1
H 14.346584 -26.628678 2.595204 -0.6 -0.4 -0.2
H 13.708661 -25.002382 2.230464 0.4 0.1 0.0
H 15.129928 -25.760165 1.328248 -0.1 0.6 0.0
C 16.942470 -26.775338 -1.395778 0.2 -0.5 -0.1
N 17.465862 -25.753844 -0.454279 0.1 0.5 0.2
O 16.755457 -24.783781 -0.237156 0.2 -0.2 -0.1
O 18.544814 -25.945547 0.073895 -0.4 -0.1 -0.3
H 17.714823 -27.033450 -2.115357 0.1 0.2 0.1
H 16.049214 -26.407182 -1.884669 -0.1 0.1 0.2
H 16.749969 -27.656125 -0.786296 -0.2 0.0 -0.1
C 10.891828 -20.781508 1.813899 -0.7 -1.7 -0.2
C 9.591624 -20.666102 2.645643 0.9 -0.2 -0.2
O 10.014434 -20.740596 4.008398 1.1 -0.3 1.1
S 11.637902 -20.838862 4.180799 -0.1 -0.8 -0.6
O 12.042915 -22.218146 4.300408 -0.6 1.3 -0.2
O 12.135211 -19.902546 5.143771 -0.8 -0.4 -1.1
O 11.919930 -20.334636 2.660074 0.8 1.2 1.2
H 10.814182 -20.343747 0.821166 0.4 0.9 0.4
H 11.179192 -21.820662 1.592866 -0.7 -0.1 0.1
H 8.953007 -21.513810 2.408371 -0.3 0.2 0.2
H 9.093904 -19.701629 2.576133 -0.1 -0.1 -0.4
C 15.987139 -21.403135 -1.699886 0.4 -1.2 0.4
C 14.714788 -21.597828 -2.526227 1.1 1.5 -0.2
O 13.854118 -22.289986 -1.653034 -0.7 -0.4 0.3
S 14.019897 -21.786077 -0.143647 0.5 -0.3 -0.7
O 13.939991 -22.948327 0.688874 -0.1 1.1 -0.3
O 13.154257 -20.659276 0.052966 0.7 -0.6 0.2
O 15.532956 -21.293839 -0.330199 -0.9 0.1 0.6
H 16.599921 -20.526031 -1.882749 -0.3 0.1 -0.3
H 16.598668 -22.309686 -1.730110 0.1 0.2 -0.1
H 14.886630 -22.189242 -3.418910 -0.1 -0.1 0.1
H 14.367723 -20.588825 -2.776290 -0.6 -0.3 -0.1
C 13.315096 -26.149906 -6.818750 0.2 0.1 -1.3
C 12.655118 -24.733566 -6.810057 -0.6 -1.0 0.0
O 13.165966 -24.155790 -5.612888 0.9 1.6 0.3
S 14.681336 -24.639506 -5.467397 0.1 -1.9 -0.8
O 15.192664 -24.487636 -4.136590 -0.9 0.1 -1.2
O 15.457644 -24.246865 -6.615946 -0.6 0.2 1.1
O 14.231954 -26.189171 -5.732290 0.6 0.8 0.7
H 13.890825 -26.230370 -7.744152 0.0 -0.1 0.0
H 12.637666 -26.997739 -6.786604 -0.1 0.1 0.5
H 11.572589 -24.716244 -6.710605 0.0 -0.3 0.2
H 12.895318 -24.210783 -7.733937 0.4 0.4 0.3
C 10.899996 -23.914314 -1.377052 1.5 0.4 -1.9
C 11.107250 -23.277828 -2.811068 -0.3 0.4 0.6
O 10.436068 -24.146124 -3.710098 -0.8 -0.7 -0.8
S 10.630638 -25.649539 -3.184040 -0.4 0.6 1.2
O 11.992288 -26.028149 -3.366440 -0.2 0.0 -0.1
O 9.570636 -26.504534 -3.614434 0.7 0.9 0.2
O 10.392693 -25.214820 -1.637516 -0.2 -0.9 -0.4
H 10.212919 -23.355437 -0.755024 -0.1 -0.2 0.1
H 11.928508 -23.928114 -1.018708 -0.3 -0.4 0.9
H 12.133201 -23.221730 -3.167220 0.2 0.0 0.6
H 10.671223 -22.280399 -2.828289 -0.2 -0.1 -0.4
```
Forces are in eV/Å.

Calculated values
**Spin multiplicity**: 1
**Orbital gap**: 10.8 eV
**Relative energy (zero: lowest compared OMol25 entry of this formula, charge and spin)**: 60.34 kJ/mol

A cluster of 2 separate species, C4H10N2P in total. Source: OMol25; level of theory: ωB97M-V/def2-TZVPD.

Structure (XYZ):
```
17
Properties=species:S:1:pos:R:3:forces:R:3
C 0.897057 -1.522888 -0.199554 0.9 -1.2 0.3
C -0.013680 1.087341 -0.065055 0.6 -0.6 -2.0
C 1.474903 0.766803 0.119005 1.5 -0.5 -3.1
C -0.793064 -0.044601 0.626202 -1.9 2.3 -4.3
N 1.735490 -0.537428 -0.587600 -2.5 -1.7 2.0
N -0.214991 -1.305876 0.517089 1.3 0.0 -0.5
P -3.074622 -0.109412 -0.324098 3.4 0.1 -0.8
H 1.307767 -2.563394 -0.448507 -1.4 1.4 0.7
H -0.045642 2.113260 0.310795 -1.2 -0.3 0.3
H -0.353803 1.072388 -1.169768 1.1 0.4 1.6
H 2.245256 1.359934 -0.385569 -0.9 0.9 0.0
H 1.815172 0.750967 1.126020 -0.1 -0.5 1.1
H -1.124566 0.317040 1.500832 -0.9 0.1 3.7
H 2.621897 -0.967850 -0.806671 0.4 0.9 -0.2
H -0.751213 -1.946792 1.080174 0.5 -1.2 -0.6
H -2.506651 0.432227 -1.668676 -0.9 -0.4 2.0
H -3.219304 1.098283 0.375374 -0.1 0.4 -0.3
```
Forces are in eV/Å.

Calculated values
**Spin multiplicity**: 1
**Orbital gap**: 8.2 eV
**Net charge**: +1
**Relative energy (zero: lowest compared OMol25 entry of this formula, charge and spin)**: 199.12 kJ/mol

A structure of composition C9H18Cl18. Source: OMol25; level of theory: ωB97M-V/def2-TZVPD.

Structure (XYZ):
```
45
Properties=species:S:1:pos:R:3:forces:R:3
C 1.345708 0.068967 3.267997 0.2 0.8 1.4
Cl 2.171568 -1.455373 3.302877 0.8 -0.4 1.1
Cl 2.353218 1.421837 3.835377 -0.1 -0.7 3.3
H 1.138178 0.336327 2.231877 0.5 -0.8 2.1
H 0.347308 0.126657 3.701527 0.8 -0.4 1.1
C -0.605922 2.507517 1.191177 -0.3 0.7 2.5
Cl -0.712602 0.842477 1.737067 0.9 12.8 0.6
Cl 0.186058 3.411417 2.500337 -0.4 0.9 -0.3
H 0.010018 2.497217 0.291957 -2.0 -0.1 3.4
H -1.595322 2.861107 0.901057 1.3 0.5 1.5
C -3.014342 -1.515713 -0.853913 0.2 -0.4 -0.4
Cl -2.836602 -1.366593 -2.692283 -3.1 -1.2 1.2
Cl -1.748132 -0.563483 0.061837 -8.6 -2.8 -8.8
H -4.078312 -1.348393 -0.686353 0.3 1.2 0.3
H -2.978542 -2.577443 -0.609883 0.9 0.0 -0.2
C 0.654248 -0.114003 0.009937 2.8 -1.3 1.8
Cl 2.066658 -0.673623 -0.866913 -1.0 0.8 2.7
Cl 0.128658 -1.156093 1.393027 8.7 -4.8 -9.5
H 0.768638 0.906847 0.374467 0.3 -2.0 -0.3
H -0.246552 -0.080463 -0.602853 2.4 -1.4 2.1
C -2.113512 2.062277 -1.606693 0.3 0.4 -0.2
Cl -3.033932 2.349327 -0.110953 -2.3 -0.5 -1.5
Cl -0.518582 1.298887 -1.294863 -8.8 3.5 -4.5
H -2.728032 1.430707 -2.248243 0.1 0.1 0.1
H -1.923272 3.045187 -2.037733 -0.2 -0.2 -0.1
C 2.387998 1.866147 -0.287783 1.9 2.0 -0.2
Cl 0.998708 2.868377 -0.752453 9.4 6.9 -3.1
Cl 2.331678 1.303297 1.408807 4.6 3.9 -4.6
H 2.514228 1.024877 -0.969273 -0.2 1.6 0.3
H 3.229318 2.531357 -0.482133 0.1 -0.1 0.7
C 2.856098 -2.867933 -1.872093 1.4 -2.0 0.4
Cl 2.052688 -4.435423 -1.677463 -0.2 0.0 -0.3
Cl 3.904868 -2.641243 -0.396753 0.4 -0.6 -0.6
H 3.552308 -2.916433 -2.709383 -0.4 0.1 0.0
H 2.121308 -2.064623 -1.818513 0.4 -1.9 -1.4
C -1.227022 -1.678013 2.894647 -3.5 -0.9 3.6
Cl -2.286372 -0.484723 2.172377 -9.2 -6.2 9.5
Cl -1.380832 -1.420473 4.612077 -0.2 -0.9 1.8
H -1.449392 -2.690523 2.557787 0.0 0.2 0.3
H -0.201872 -1.344223 2.734197 -1.0 -1.3 4.4
C -0.651812 -0.289113 -3.393323 1.4 -0.1 -2.2
Cl 0.746268 0.788567 -3.746863 0.2 -0.1 -1.4
Cl -0.279332 -1.076773 -1.933883 0.4 -6.0 -6.3
H -1.587922 0.268447 -3.363203 0.9 0.2 -0.1
H -0.667522 -1.057133 -4.166623 -0.1 0.4 -0.2
```
Forces are in eV/Å.

Calculated values
**Spin multiplicity**: 1
**Orbital gap**: 7.9 eV
**Relative energy (zero: lowest compared OMol25 entry of this formula, charge and spin)**: 3680.91 kJ/mol

A cluster of 18 separate species, C33H102N6O25 in total. Source: OMol25; level of theory: ωB97M-V/def2-TZVPD.

Structure (XYZ):
```
166
Properties=species:S:1:pos:R:3:forces:R:3
C -3.250076 -3.649855 0.500911 0.5 -1.5 -0.9
O -3.492524 -4.322740 1.446504 -1.3 -1.7 4.6
N -3.974686 -2.641900 0.086588 -1.6 3.0 -0.8
N -2.297516 -4.018298 -0.310266 2.7 -0.1 -2.5
H -4.764388 -2.321137 0.628412 0.3 -0.2 -0.3
H -3.688407 -2.170211 -0.759377 -0.5 0.3 0.0
H -2.102162 -3.463089 -1.131042 0.1 0.0 0.1
H -1.597939 -4.719179 -0.111672 -0.3 -0.1 0.5
C -4.261737 -0.413202 -5.891178 0.4 -1.5 1.8
O -4.861756 -1.397077 -5.509068 -1.4 -1.0 -0.8
N -4.351259 0.133096 -7.056157 -2.3 0.2 -5.7
N -3.359083 0.154892 -5.167488 2.9 2.4 2.5
H -3.833280 0.852651 -7.539931 0.2 -0.2 0.9
H -4.808260 -0.506443 -7.690371 -0.3 0.4 -0.3
H -3.257938 -0.090492 -4.192989 0.0 0.0 0.2
H -3.053858 1.047561 -5.528155 0.4 -0.1 0.8
C -3.408498 0.698868 -1.876411 1.4 1.7 3.5
O -3.211763 -0.428907 -2.243803 0.5 -2.3 -1.6
N -2.641789 1.331917 -0.974071 2.6 -1.0 0.6
N -4.422340 1.451160 -2.105516 -4.0 0.9 -2.5
H -1.800306 0.791603 -0.832438 0.5 0.6 0.6
H -2.860442 2.193111 -0.493818 0.1 -0.2 -0.1
H -5.164089 0.986762 -2.609746 -0.3 0.8 0.0
H -4.402806 2.403284 -1.769088 -0.6 -0.1 -0.2
C 0.199620 -0.211562 1.292162 0.1 -1.0 -0.5
C -0.114886 -1.215671 0.175992 -0.4 0.3 2.5
O -0.151859 -0.535354 -1.020553 0.4 0.1 -1.5
H -0.694608 0.410702 1.327347 0.3 0.4 0.6
H 1.117516 0.348358 1.113088 -0.2 0.3 -0.3
H 0.385885 -0.778728 2.204147 -0.4 0.2 0.2
H -1.133858 -1.553916 0.364085 -0.1 -0.5 0.4
H 0.518231 -2.102747 0.195064 0.4 0.0 -0.2
H -0.486820 -1.243888 -1.574962 -0.2 0.2 -1.1
C 2.195294 -3.839542 4.927408 0.5 0.8 -0.5
C 2.975519 -2.937674 3.938685 1.2 -1.3 0.6
O 4.111379 -3.649473 3.327146 -1.1 -0.3 0.1
H 1.396924 -3.236632 5.360100 -0.2 0.0 -0.2
H 2.795554 -4.149860 5.782677 0.2 -0.3 -0.3
H 1.741641 -4.665462 4.379552 0.1 0.0 0.3
H 3.519749 -2.153748 4.465359 -1.0 0.6 0.1
H 2.269634 -2.631503 3.166623 0.2 0.5 -0.1
H 4.745946 -2.986076 3.046382 0.0 0.0 0.0
C -1.577083 -1.696896 4.404931 0.5 0.9 0.1
C -2.942611 -1.676441 3.811630 -1.3 -0.1 0.0
O -3.530248 -2.928307 4.037660 -0.1 -0.9 0.0
H -1.641497 -1.147880 5.344367 0.5 -0.4 0.3
H -0.907366 -1.141883 3.748014 0.2 0.0 0.2
H -1.191005 -2.710467 4.513162 -0.1 0.1 0.1
H -2.935844 -1.377891 2.763333 0.1 -0.3 -0.4
H -3.623042 -0.990325 4.315956 0.3 0.8 0.1
H -4.295926 -3.037671 3.469002 0.1 -0.2 -0.2
C 6.124710 -1.746885 -2.436012 -0.6 0.0 1.0
C 5.817963 -3.240836 -2.113271 0.9 0.8 0.1
O 6.916078 -3.787073 -1.337359 -0.6 0.1 -0.9
H 5.370802 -1.233192 -3.032535 0.0 -0.4 -0.6
H 7.125744 -1.603996 -2.842979 -0.2 -0.3 -0.3
H 6.116454 -1.114675 -1.548130 0.1 -0.4 0.5
H 5.732445 -3.770027 -3.062341 0.0 -0.2 -0.1
H 4.918915 -3.469914 -1.541129 -0.1 0.6 0.0
H 7.417661 -4.249422 -2.012819 0.5 -0.2 0.4
C 1.536789 -2.844640 -4.122728 0.3 0.9 1.1
C 2.268165 -3.523931 -2.996166 0.2 -0.8 0.1
O 1.470506 -4.598318 -2.434496 0.5 0.5 -0.5
H 2.091555 -1.937465 -4.362221 0.1 0.0 -0.3
H 0.644561 -2.491341 -3.605792 -0.6 -0.1 -0.8
H 1.396611 -3.438500 -5.025933 -0.2 0.0 0.2
H 2.486337 -2.831005 -2.183547 -0.2 0.0 0.0
H 3.215775 -3.942665 -3.334963 0.2 0.0 0.1
H 1.401978 -5.203477 -3.176576 -0.3 -0.4 0.1
C -6.153061 4.676860 -1.499925 0.8 0.2 -0.6
C -5.319266 4.939140 -0.242106 -1.7 -1.6 0.7
O -4.197127 4.053568 -0.191936 0.2 0.4 -0.9
H -6.540945 3.663776 -1.606285 0.5 -0.4 0.4
H -5.484244 4.875081 -2.337468 -0.3 0.0 -0.4
H -7.076439 5.238229 -1.642537 0.3 0.7 0.4
H -5.930956 4.551041 0.572336 -0.3 0.7 0.5
H -5.040882 5.976098 -0.054217 0.0 0.0 -0.4
H -3.796301 4.203174 0.667452 0.4 -0.4 0.1
C 3.544246 -1.040620 0.451441 0.0 -0.1 -1.1
C 4.084855 0.347544 0.132454 -0.7 0.0 0.6
O 4.539352 0.773650 1.372025 0.9 1.4 2.1
H 4.311796 -1.644631 0.935339 0.2 -0.1 -0.3
H 3.148517 -1.546336 -0.429312 -0.1 -0.2 0.1
H 2.761269 -0.926102 1.201068 -0.1 0.0 -0.2
H 3.288067 1.065246 -0.062834 -0.3 -0.2 -0.6
H 4.891043 0.546405 -0.573675 -0.2 -0.8 -0.6
H 5.395806 0.379886 1.553819 0.1 0.0 0.2
C 1.711055 0.601746 4.770775 -0.2 -0.2 0.3
C 1.372134 1.844109 3.987497 1.0 -1.3 0.8
O 2.610340 2.167488 3.312300 -1.1 1.6 0.1
H 1.919899 -0.159500 4.019118 0.1 -0.4 0.3
H 0.902993 0.271387 5.423472 -0.1 -0.1 -0.1
H 2.598376 0.796184 5.373234 0.0 -0.2 0.0
H 1.114371 2.626435 4.701361 0.3 0.5 -0.4
H 0.486189 1.582847 3.408743 0.2 0.6 -0.8
H 2.931356 1.541633 2.658958 -0.1 -0.5 -0.1
C -3.620904 -4.112155 -3.476308 -0.4 1.2 0.2
C -2.143366 -3.809114 -3.479224 0.2 0.8 -0.2
O -1.731148 -2.747038 -2.581169 0.8 -0.9 -0.3
O -4.373347 -2.864355 -3.476856 0.7 -2.4 1.0
H -3.879335 -4.750385 -2.631341 -0.2 0.6 0.4
H -3.775964 -4.773678 -4.328624 -0.4 0.3 -0.5
H -1.822038 -3.505836 -4.475654 0.0 -0.1 -0.2
H -1.638154 -4.740094 -3.222062 0.5 0.3 0.3
H -2.172851 -1.905486 -2.716445 -0.9 0.1 -0.5
H -4.446554 -2.527460 -4.372815 -0.2 0.4 -0.5
C 5.402599 5.050336 0.281938 0.6 0.0 0.4
C 5.884161 3.925228 1.197788 -0.6 0.1 -0.3
O 6.356539 4.443922 2.423718 0.5 -0.5 -0.3
O 6.417058 6.047370 0.101279 0.2 -0.5 -0.8
H 4.569784 5.658552 0.634908 -0.5 -1.0 0.3
H 5.120602 4.521904 -0.628745 0.2 0.7 -0.6
H 6.622872 3.275864 0.727968 0.9 0.8 -0.2
H 5.130041 3.140520 1.258171 -0.8 0.4 0.8
H 5.612534 4.476489 3.029528 -0.4 0.2 0.3
H 6.706146 6.264737 0.990536 0.2 -0.1 0.2
C -0.960435 4.547286 1.042151 -0.4 0.3 0.7
C 0.089101 3.841845 0.196776 0.7 -0.1 1.0
O 1.063735 4.756330 -0.256708 -0.7 -0.4 -0.8
O -1.927371 3.640164 1.583216 -0.7 -0.7 -0.7
H -1.447402 5.374386 0.525570 0.0 0.0 -0.3
H -0.517753 4.921612 1.965198 0.7 0.6 -0.5
H -0.265699 3.232952 -0.634774 -0.4 0.3 -0.1
H 0.552582 3.155208 0.905162 0.2 -0.5 0.0
H 1.648792 4.993053 0.466669 0.2 0.4 0.1
H -2.289522 4.031413 2.381581 0.1 -0.1 0.1
C -4.788302 1.656982 2.521482 -0.2 -2.5 -0.1
C -5.512635 0.596070 1.638402 0.6 0.7 0.5
O -6.475556 -0.126803 2.394544 0.3 0.1 0.4
O -5.523532 2.793216 2.756518 -0.5 1.7 -0.3
H -3.803361 1.819693 2.083852 -0.2 0.7 -0.3
H -4.579462 1.213110 3.494865 0.1 -0.6 0.1
H -4.692304 -0.025166 1.278931 -0.1 -0.5 -0.3
H -6.042402 1.063277 0.808242 0.4 0.3 -0.2
H -6.975462 -0.689939 1.799082 -0.1 0.0 0.0
H -6.315834 2.525457 3.227864 -0.1 0.0 0.1
C 1.031886 -5.435373 0.880922 0.5 -1.6 0.9
C 0.383386 -5.775845 2.248116 -0.2 1.7 -1.6
O -0.373054 -4.631189 2.717795 1.1 -0.7 0.5
O 0.145384 -5.678121 -0.192390 -0.6 0.3 0.4
H 1.829228 -6.173163 0.791510 0.5 -0.1 0.0
H 1.527505 -4.464694 0.865362 -0.4 0.3 0.1
H 1.202201 -5.984893 2.936552 -0.2 0.3 0.2
H -0.148822 -6.716615 2.107339 -0.6 0.2 0.2
H -1.286428 -4.560177 2.430894 -0.4 -0.6 -0.4
H 0.588508 -5.392768 -0.994767 0.1 0.2 -0.3
C 2.896906 5.603319 4.054357 -0.4 -2.5 -0.2
C 1.851926 5.470230 2.952534 1.0 2.3 -0.2
O 2.374416 5.991722 1.700213 -0.1 -1.0 0.4
O 3.941420 4.617088 3.849693 0.4 1.8 0.4
H 2.370111 5.348087 4.973835 0.0 0.1 0.4
H 3.289179 6.612193 4.182399 0.3 -0.2 -0.4
H 1.046600 6.164747 3.191694 -0.6 -0.4 0.4
H 1.511585 4.441572 2.833623 0.2 0.1 -0.2
H 2.833476 6.817113 1.872260 0.0 0.0 0.0
H 3.584794 3.729269 3.771021 -0.7 -0.4 -0.1
C 1.090844 1.320410 -4.708108 -0.6 -0.4 0.6
C 0.623746 0.383317 -5.827994 0.2 -0.3 0.7
O 1.404442 0.447179 -7.004278 -0.1 0.5 -0.1
O 0.867052 2.656984 -5.020405 0.9 1.8 -1.3
H 2.140498 1.150122 -4.468674 0.2 0.3 -0.4
H 0.572695 1.275414 -3.750192 -0.3 -1.6 0.1
H -0.411827 0.637000 -6.054528 -0.3 -0.2 0.0
H 0.697070 -0.664895 -5.538223 -0.3 0.1 0.4
H 1.016841 1.144992 -7.537591 0.4 0.1 -0.2
H -0.062252 2.838695 -5.178468 -0.1 -0.2 0.2
```
Forces are in eV/Å.

Calculated values
**Spin multiplicity**: 1
**Orbital gap**: 8.6 eV

E_LUMO
In order: -0.071, -4.466, 0.121, -0.159
Unit: eV
DFT total energy
In order: -104656.0898, -16569.7964, -234991.0314, -95998.2106
Unit: eV
Highest occupied orbital energy
In order: -10.855, -12.707, -7.795, -8.788
Unit: eV